{"formula": "C3H8OS2", "method": "wB97M-V/def2-TZVPD", "gap_ev": 9.518, "energy_ha": -990.6882, "e_above_lowest_kcal_mol": 14.0, "smiles": "CCC=O.SS", "homo_ev": -9.16, "species": ["C", "C", "C", "O", "H", "H", "H", "H", "H", "H", "S", "S", "H", "H"], "coordinates": [[-1.149, -0.586, -1.728], [-0.368, 0.081, -0.579], [-1.109, -0.155, 0.712], [-0.637, -0.402, 1.790], [-1.284, -1.647, -1.514], [-0.696, -0.468, -2.710], [-2.144, -0.128, -1.727], [0.654, -0.283, -0.489], [-0.303, 1.159, -0.746], [-2.217, -0.171, 0.609], [2.033, 1.530, 0.970], [3.107, 0.359, 2.344], [0.811, 1.403, 1.540], [3.302, -0.692, 1.528]], "nbo_charge": [-0.604, -0.524, 0.449, -0.522, 0.209, 0.224, 0.204, 0.237, 0.228, 0.098, -0.156, -0.114, 0.144, 0.125]}

{"formula": "C4H12N2O2", "method": "wB97M-V/def2-TZVPD", "gap_ev": 9.181, "energy_ha": -419.4962, "e_above_lowest_kcal_mol": 95.6, "smiles": "C[C@@H](N)O.C/N=C/O", "homo_ev": -8.39, "species": ["C", "C", "N", "O", "H", "H", "H", "H", "H", "H", "H", "C", "N", "C", "O", "H", "H", "H", "H", "H"], "coordinates": [[-0.842, -0.883, -1.615], [-1.143, -0.189, -0.303], [-1.958, 0.973, -0.481], [-1.755, -1.133, 0.548], [-0.341, -0.209, -2.314], [-1.763, -1.241, -2.090], [-0.204, -1.752, -1.437], [0.029, 0.394, -0.058], [-2.146, 1.411, 0.415], [-2.855, 0.714, -0.887], [-1.801, -0.750, 1.437], [2.577, 0.291, -0.128], [1.513, 0.921, 0.641], [0.751, 0.069, 1.321], [0.024, 0.583, 2.344], [2.646, -0.806, -0.108], [3.582, 0.629, 0.134], [2.508, 0.487, -1.206], [0.871, -1.019, 1.367], [0.308, 1.510, 2.421]], "nbo_charge": [-0.633, 0.161, -0.852, -0.737, 0.218, 0.204, 0.211, 0.249, 0.352, 0.351, 0.472, -0.446, -0.558, 0.417, -0.686, 0.174, 0.208, 0.196, 0.193, 0.505]}

{"formula": "C4H9N3S", "method": "wB97M-V/def2-TZVPD", "gap_ev": 8.908, "energy_ha": -720.2142, "e_above_lowest_kcal_mol": 37.1, "smiles": "C=CN/C(CN)=N/S", "homo_ev": -8.08, "species": ["C", "C", "N", "C", "C", "N", "N", "S", "H", "H", "H", "H", "H", "H", "H", "H", "H"], "coordinates": [[-1.602, 1.586, -0.981], [-0.434, 1.345, -1.562], [0.634, 0.499, -1.215], [0.793, -0.315, -0.130], [0.176, 0.132, 1.214], [-0.999, -0.698, 1.636], [1.534, -1.334, -0.277], [1.891, -2.308, 1.091], [-1.947, 1.057, -0.046], [-2.276, 2.323, -1.416], [-0.148, 1.859, -2.519], [1.273, 0.214, -2.009], [-0.161, 1.166, 1.167], [0.943, 0.056, 2.002], [-1.636, -0.872, 0.814], [-0.701, -1.634, 1.890], [2.660, -3.077, 0.340]], "nbo_charge": [-0.509, 0.008, -0.607, 0.402, -0.308, -0.822, -0.622, 0.135, 0.202, 0.221, 0.202, 0.413, 0.220, 0.224, 0.354, 0.365, 0.124]}

{"formula": "C6H12O2", "method": "wB97M-V/def2-TZVPD", "gap_ev": 9.865, "energy_ha": -386.2241, "e_above_lowest_kcal_mol": 60.3, "smiles": "CC(C)C(=O)[C@H](C)O", "homo_ev": -9.03, "species": ["C", "C", "C", "C", "O", "C", "C", "O", "H", "H", "H", "H", "H", "H", "H", "H", "H", "H", "H", "H"], "coordinates": [[-1.803, 1.204, -0.789], [-1.014, 0.218, 0.393], [-1.612, -1.066, 0.864], [-0.006, 0.085, -0.693], [-0.136, -0.566, -1.756], [1.466, 0.411, -0.234], [2.251, -0.884, -0.086], [1.576, 1.218, 0.923], [-2.446, 1.827, -0.161], [-1.333, 1.939, -1.447], [-2.439, 0.556, -1.397], [-0.794, 0.926, 1.193], [-2.707, -0.988, 0.860], [-1.378, -1.929, 0.227], [-1.245, -1.322, 1.862], [1.871, 1.007, -1.058], [2.154, -1.508, -0.976], [1.901, -1.455, 0.781], [3.314, -0.671, 0.070], [2.378, 0.999, 1.422]], "nbo_charge": [-0.619, -0.299, -0.621, 0.597, -0.603, 0.010, -0.631, -0.729, 0.208, 0.238, 0.230, 0.241, 0.218, 0.229, 0.222, 0.174, 0.244, 0.206, 0.208, 0.477]}

{"formula": "C3H4S2", "method": "wB97M-V/def2-TZVPD", "gap_ev": 8.122, "energy_ha": -913.0322, "e_above_lowest_kcal_mol": 17.8, "smiles": "C=CC(=S)S", "homo_ev": -8.98, "species": ["C", "C", "C", "S", "S", "H", "H", "H", "H"], "coordinates": [[-1.244, -0.459, -0.019], [0.048, -0.824, -0.006], [1.171, 0.153, -0.024], [2.732, -0.259, -0.020], [0.853, 1.880, -0.033], [-2.007, -1.291, -0.089], [-1.562, 0.553, -0.152], [0.452, -1.869, 0.066], [-0.442, 2.115, 0.277]], "nbo_charge": [-0.324, -0.273, -0.327, 0.065, 0.089, 0.218, 0.198, 0.239, 0.114]}

{"formula": "C13H27BiCl2P", "method": "wB97M-V/def2-TZVPD", "gap_ev": [6.553, 6.552], "charge": -1, "energy_ha": -1987.8490, "e_above_lowest_kcal_mol": 23.2, "homo_ev": [-3.36, -3.36], "species": ["Bi", "Cl", "Cl", "C", "H", "H", "C", "C", "H", "C", "H", "C", "H", "H", "C", "H", "H", "C", "H", "H", "H", "H", "C", "C", "P", "C", "C", "C", "C", "H", "H", "H", "H", "H", "H", "H", "H", "H", "H", "H", "H", "H", "H", "H"], "coordinates": [[2.645, -0.259, -1.599], [0.405, -1.759, -1.042], [2.387, 1.776, 0.035], [4.470, -1.420, -1.257], [5.400, -0.993, -0.745], [4.533, -2.298, -1.934], [-0.451, 1.743, -2.324], [0.680, 1.366, -2.864], [-0.500, 2.656, -1.740], [0.799, 0.235, -3.887], [1.474, 2.101, -2.729], [-0.502, 0.127, -4.694], [1.666, 0.475, -4.512], [0.968, -0.816, -3.523], [-1.680, 0.035, -3.726], [-0.557, 0.930, -5.452], [-0.449, -0.783, -5.303], [-1.770, 1.128, -2.638], [-2.618, -0.092, -4.301], [-1.503, -0.899, -3.160], [-2.561, 1.839, -2.937], [-2.192, 0.669, -1.727], [2.048, -0.202, 3.413], [0.764, -0.957, 3.068], [-0.062, -0.310, 1.540], [-1.650, -1.268, 1.518], [-2.151, -1.878, 2.816], [-0.719, 1.314, 2.149], [-1.120, 1.409, 3.616], [2.701, -0.087, 2.539], [2.597, -0.762, 4.181], [1.845, 0.799, 3.815], [0.997, -2.011, 2.847], [0.052, -0.936, 3.904], [-2.403, -0.596, 1.076], [-1.463, -2.067, 0.787], [-2.580, -1.130, 3.493], [-2.941, -2.599, 2.578], [-1.361, -2.424, 3.343], [0.072, 2.039, 1.901], [-1.579, 1.531, 1.496], [-0.295, 1.163, 4.295], [-1.418, 2.444, 3.825], [-1.977, 0.769, 3.863]], "nbo_charge": [1.324, -0.734, -0.652, -1.265, 0.206, 0.193, -0.165, -0.243, 0.204, -0.478, 0.222, -0.388, 0.208, 0.237, -0.412, 0.183, 0.197, -0.444, 0.194, 0.230, 0.196, 0.221, -0.613, -0.731, 0.883, -0.730, -0.609, -0.734, -0.613, 0.233, 0.193, 0.195, 0.224, 0.195, 0.209, 0.245, 0.190, 0.195, 0.203, 0.235, 0.210, 0.199, 0.193, 0.193]}

{"formula": "C23H19IN4O3Se3TeV", "method": "wB97M-V/def2-TZVPD", "gap_ev": [4.398, 4.471], "multiplicity": 4, "charge": -2, "energy_ha": -10046.8150, "e_above_lowest_kcal_mol": 2.7, "homo_ev": [-0.69, -0.77], "species": ["V", "C", "C", "N", "C", "C", "C", "O", "C", "C", "N", "C", "C", "C", "C", "C", "C", "I", "C", "O", "H", "H", "H", "H", "H", "H", "H", "H", "H", "H", "H", "H", "Se", "Se", "Te", "Se", "O", "C", "C", "C", "C", "C", "C", "C", "N", "C", "C", "N", "H", "H", "H", "H", "H", "H", "H"], "coordinates": [[-0.068, 1.015, 0.168], [1.654, 5.037, -1.123], [2.648, 3.918, -1.017], [3.885, 4.127, -1.480], [4.746, 3.105, -1.396], [4.458, 1.872, -0.857], [5.515, 0.815, -0.800], [6.056, 0.622, 0.522], [3.152, 1.635, -0.332], [2.825, 0.418, 0.293], [1.613, 0.067, 0.844], [1.580, -1.197, 1.430], [2.148, -2.326, 0.821], [2.071, -3.578, 1.403], [1.421, -3.758, 2.618], [0.850, -2.659, 3.245], [0.941, -1.406, 2.662], [0.113, 0.225, 3.677], [2.228, 2.710, -0.450], [0.980, 2.595, -0.025], [2.137, 5.905, -1.569], [0.800, 4.736, -1.734], [1.252, 5.299, -0.141], [5.741, 3.288, -1.794], [5.123, -0.137, -1.174], [6.358, 1.103, -1.429], [5.334, 0.786, 1.139], [3.606, -0.330, 0.371], [2.577, -2.211, -0.168], [2.499, -4.427, 0.884], [1.349, -4.739, 3.070], [0.339, -2.771, 4.192], [-2.221, 0.723, -2.659], [-2.820, -0.216, -4.651], [1.125, -1.635, -3.049], [0.198, 0.630, -2.412], [-1.575, 1.974, 0.851], [-2.630, 1.719, 1.578], [-3.265, 2.769, 2.265], [-4.362, 2.537, 3.069], [-4.871, 1.247, 3.223], [-4.264, 0.206, 2.545], [-3.164, 0.421, 1.717], [-2.534, -0.684, 0.993], [-1.307, -0.716, 0.502], [-1.138, -1.958, -0.072], [-2.273, -2.682, 0.078], [-3.148, -1.865, 0.765], [-2.856, 3.762, 2.136], [-4.825, 3.366, 3.591], [-5.720, 1.061, 3.868], [-4.634, -0.804, 2.683], [-0.241, -2.221, -0.610], [-2.548, -3.655, -0.284], [-4.121, -2.039, 0.933]], "nbo_charge": [1.473, -0.635, 0.148, -0.474, 0.001, -0.102, -0.084, -0.743, -0.136, -0.023, -0.744, 0.232, -0.268, -0.195, -0.256, -0.249, -0.192, 0.190, 0.296, -0.834, 0.207, 0.226, 0.210, 0.164, 0.172, 0.171, 0.470, 0.180, 0.256, 0.204, 0.198, 0.211, -0.103, -0.644, -0.534, -0.173, -0.793, 0.374, -0.269, -0.198, -0.285, -0.182, -0.123, 0.380, -0.560, -0.054, -0.093, -0.511, 0.220, 0.197, 0.197, 0.187, 0.266, 0.216, 0.412]}